Formula: C22H33GeN4NdO4PS2
Source: the Open Molecules 2025 dataset
Level of theory: ωB97M-V/def2-TZVPD

```
68
Properties=species:S:1:pos:R:3
Nd -0.845 -0.243 -0.576
S -2.291 2.069 0.020
C -3.945 1.508 0.008
C -4.932 2.569 0.082
N -5.694 3.430 0.123
C -4.390 0.226 -0.034
S -3.423 -1.237 -0.163
C -5.818 -0.005 0.022
N -6.952 -0.201 0.081
C 2.701 -2.297 -0.835
Ge 1.001 -2.828 -1.671
C -0.273 -3.647 -0.384
C 1.518 -4.344 -2.827
C 0.157 -1.351 -2.593
H 2.787 -2.694 0.180
H 2.779 -1.209 -0.779
H 3.532 -2.671 -1.438
H 0.109 -3.585 0.634
H -0.437 -4.695 -0.640
H -1.251 -3.158 -0.407
H 1.948 -5.152 -2.223
H 2.260 -4.026 -3.566
H 0.645 -4.734 -3.359
H -0.486 -1.754 -3.381
H 0.942 -0.749 -3.068
N -3.479 2.253 -7.801
C -3.149 1.950 -6.744
C -2.730 1.571 -5.411
C -3.504 0.719 -4.642
C -3.050 0.377 -3.377
N -1.909 0.834 -2.874
C -1.179 1.661 -3.615
C -1.542 2.059 -4.886
H -4.440 0.326 -5.016
H -3.619 -0.290 -2.738
H -0.263 2.024 -3.166
H -0.917 2.731 -5.458
C 3.027 2.442 2.425
C 3.589 1.150 1.850
C 4.647 0.561 2.766
C 4.140 1.361 0.446
O 2.559 0.117 1.803
P 1.106 0.258 1.219
O 0.539 -1.127 1.007
O 1.012 1.093 -0.031
O 0.250 1.023 2.312
C -0.323 0.453 3.534
C 0.666 -0.482 4.219
C -1.621 -0.256 3.200
C -0.589 1.678 4.393
H 3.823 3.188 2.465
H 2.642 2.283 3.434
H 2.216 2.833 1.807
H 5.482 1.258 2.868
H 5.018 -0.378 2.352
H 4.227 0.364 3.755
H 4.953 2.088 0.482
H 3.362 1.728 -0.227
H 4.525 0.419 0.049
H 0.901 -1.343 3.592
H 0.216 -0.841 5.147
H 1.595 0.041 4.461
H -1.445 -1.183 2.664
H -2.259 0.388 2.595
H -2.151 -0.499 4.124
H 0.348 2.188 4.633
H -1.080 1.384 5.323
H -1.236 2.371 3.853
```

Properties
energy: -140260.04052 eV
frontier orbital gap (spin up / spin down): 6.5 / 6.5 eV
E_HOMO (spin up / spin down): -4.6 / -4.6 eV
LUMO (spin up / spin down): 1.9 / 1.8 eV
charge: -1
multiplicity: 4